Entry 1:
C43H44CdIN3O2P3S3 | ωB97M-V/def2-TZVPD

The relative energy (zero: lowest compared OMol25 entry of this formula, charge and spin) is 99.7 kcal per mole. The net charge is -2. As for the multiplicity: 2. The value obtained for the strongest force on any atom is 1.91 eV/A. The expectation value of S² is 0.7587. As for the gap between HOMO and LUMO: 5.01 eV.

Element x y z (Å)
Cd -0.072 -0.888 -0.460
C 2.764 0.847 -1.359
P 2.650 -0.824 -0.552
C 3.973 -0.616 0.698
C 3.670 -0.831 2.038
C 4.605 -0.545 3.022
C 5.845 -0.034 2.672
C 6.159 0.174 1.336
C 5.228 -0.120 0.351
C 3.490 -1.830 -1.825
C 3.086 -1.709 -3.154
C 3.701 -2.463 -4.141
C 4.719 -3.346 -3.815
C 5.100 -3.497 -2.489
C 4.482 -2.751 -1.497
C 1.489 1.254 -2.031
C 1.342 2.054 -3.151
C -0.043 2.318 -3.272
C -0.656 1.660 -2.220
C -2.112 1.704 -1.843
P -2.573 0.397 -0.602
C -4.087 -0.268 -1.382
C -5.127 0.539 -1.848
C -6.220 -0.031 -2.478
C -6.290 -1.410 -2.645
C -5.265 -2.216 -2.178
C -4.166 -1.647 -1.548
C -3.241 1.422 0.759
C -4.519 1.286 1.294
C -4.905 2.061 2.381
C -4.014 2.957 2.952
C -2.722 3.065 2.451
C -2.334 2.299 1.366
N 0.273 1.009 -1.467
H 3.593 0.880 -2.071
H 2.966 1.538 -0.534
H 2.687 -1.202 2.297
H 4.363 -0.696 4.067
H 6.566 0.213 3.443
H 7.125 0.583 1.064
H 5.471 0.046 -0.691
H 2.276 -1.034 -3.404
H 3.381 -2.369 -5.172
H 5.211 -3.922 -4.590
H 5.879 -4.205 -2.228
H 4.754 -2.892 -0.459
H 2.139 2.410 -3.788
H -0.533 2.906 -4.036
H -2.727 1.540 -2.730
H -2.363 2.685 -1.430
H -5.077 1.613 -1.705
H -7.023 0.598 -2.848
H -7.147 -1.853 -3.140
H -5.305 -3.293 -2.288
H -3.365 -2.293 -1.193
H -5.212 0.570 0.870
H -5.904 1.960 2.789
H -4.319 3.556 3.802
H -2.010 3.736 2.916
H -1.307 2.342 1.006
C -1.757 -6.898 -2.153
C -0.469 -6.601 -1.398
O -0.010 -5.302 -1.735
P -0.127 -3.974 -0.797
S -0.142 -2.572 -2.297
S 1.650 -4.010 0.214
O -1.281 -4.994 1.041
C -2.500 -5.067 0.808
C -3.528 -4.201 1.494
H -2.195 -7.847 -1.833
H -1.553 -6.942 -3.225
H -2.454 -6.081 -1.960
H 0.321 -7.297 -1.700
H -0.610 -6.686 -0.318
H -2.919 -5.948 0.290
H -2.571 -4.110 -0.840
H -3.591 -4.478 2.554
H -4.503 -4.328 1.024
H -3.229 -3.158 1.422
I -3.047 -1.690 5.254
C -1.663 -1.793 3.705
C -0.636 -2.700 3.569
N -0.020 -2.401 2.425
N -0.601 -1.378 1.796
C -1.608 -0.985 2.569
H -0.323 -3.515 4.197
H 0.681 -2.982 1.892
H -2.224 -0.140 2.316
S 1.274 1.821 1.701
C 1.691 2.894 2.992
C 1.700 4.291 2.809
C 2.010 5.153 3.847
C 2.324 4.664 5.111
C 2.333 3.287 5.309
C 2.026 2.418 4.276
H 1.449 4.678 1.829
H 2.005 6.225 3.674
H 2.552 5.341 5.927
H 2.582 2.889 6.288
H 2.029 1.347 4.439

***

Entry 2:
C7H13BrO | ωB97M-V/def2-TZVPD

The relative energy (zero: lowest compared OMol25 entry of this formula, charge and spin) is 66.1 kcal per mole. The net charge is 0. The value obtained for the strongest force on any atom is 3.63 eV/A. As for the gap between HOMO and LUMO (alpha / beta): 8.28 / 7.66 eV.

Element x y z (Å)
C 1.428 0.239 -1.569
C 0.981 0.860 -2.939
C 0.629 -0.345 -0.367
C 0.985 -1.689 0.096
C -0.197 1.705 1.004
C -1.492 -0.460 0.929
C -0.520 0.459 0.144
O -1.180 0.971 -1.053
Br 2.589 0.852 -3.936
H 2.328 -0.422 -1.818
H 1.806 1.198 -1.381
H 0.449 1.756 -2.972
H 1.683 -2.239 -0.647
H 0.179 -2.389 0.053
H 1.450 -1.890 1.142
H 0.786 1.662 1.457
H -1.102 1.903 1.674
H -0.312 2.466 0.243
H -1.018 -0.655 1.845
H -2.438 0.072 0.863
H -1.621 -1.408 0.307
H -1.054 0.175 -1.567

***

Entry 3:
C5H9N | ωB97M-V/def2-TZVPD

The relative energy (zero: lowest compared OMol25 entry of this formula, charge and spin) is 66.8 kcal per mole. The SMILES is C[C@H]1C=N[C@@H]1C. The net charge is 0. The value obtained for the strongest force on any atom is 4.95 eV/A. As for the gap between HOMO and LUMO: 10.05 eV.

Element x y z (Å)
C -0.650 -0.809 1.690
C -0.074 0.208 0.687
C 1.632 0.401 0.536
N 1.574 0.013 -0.678
C 0.169 -0.237 -0.763
C -0.442 0.564 -1.934
H -1.747 -0.764 1.473
H -0.428 -0.590 2.773
H -0.237 -1.722 1.573
H -0.545 1.280 0.851
H 2.556 0.576 1.188
H 0.191 -1.217 -1.054
H -0.338 0.154 -2.854
H -0.182 1.647 -1.863
H -1.478 0.494 -1.627